Record 1
20
Properties=species:S:1:pos:R:3 method="wB97M-V/def2-TZVPD" de_lowest_kj_mol=146.3 smiles=Cc1c[nH]cn1.CC max_force_ev_per_a=4.23 e_homo_ev=-8.33
C 2.001 -1.906 0.282
C 0.934 -1.239 1.222
C -0.202 -1.748 1.921
N -0.903 -0.696 2.399
C -0.145 0.473 1.991
N 1.013 0.184 1.457
H 2.930 -1.387 0.438
H 1.795 -1.663 -0.748
H 1.974 -2.891 0.568
H -0.579 -2.690 2.054
H -1.444 -0.655 3.253
H -0.547 1.426 2.180
C -0.778 2.104 -1.567
C -0.936 0.988 -2.584
H 0.131 2.156 -1.029
H -0.878 3.070 -2.111
H -1.608 2.109 -0.985
H -0.651 0.087 -2.140
H -0.242 1.176 -3.506
H -1.867 1.103 -3.096

=====

Record 2
21
Properties=species:S:1:pos:R:3 method="wB97M-V/def2-TZVPD" de_lowest_kj_mol=310.5 max_force_ev_per_a=4.26 e_homo_ev=-8.69
C -2.409 -0.464 0.899
N -1.736 -1.540 0.164
C -0.598 -1.287 -0.349
N -0.003 -0.164 -0.744
C -0.822 0.869 -1.353
C 1.352 0.203 -0.277
C 1.362 1.034 1.109
C 2.314 -1.144 -0.337
O 3.343 -1.036 0.266
H -1.675 0.086 1.631
H -2.857 0.282 0.292
H -3.221 -0.948 1.532
H 0.005 -2.226 -0.638
H -0.364 1.228 -2.233
H -0.895 1.666 -0.589
H -1.851 0.440 -1.573
H 1.782 0.951 -0.984
H 2.365 1.359 1.230
H 0.770 2.012 1.064
H 0.873 0.634 2.002
H 2.267 -1.955 -1.111

=====

Record 3
21
Properties=species:S:1:pos:R:3 method="wB97M-V/def2-TZVPD" de_lowest_kj_mol=667.3 max_force_ev_per_a=4.16 e_homo_ev="-8.15 / -6.37"
C 1.152 -0.648 -0.535
C 1.405 -1.825 1.716
C -1.424 -0.043 -1.659
N 0.905 -0.922 0.745
C -0.457 0.579 -0.664
C -0.083 1.899 -0.847
C -0.940 0.384 0.803
O 1.125 2.397 -0.516
N -2.014 -0.259 1.046
H 1.194 3.345 -0.670
H -2.246 -0.285 2.036
H 2.045 -0.057 -0.772
H 0.953 -1.426 -1.270
H -0.768 2.661 -1.211
H -0.438 1.037 1.524
H 0.775 -1.636 2.595
H 1.342 -2.886 1.436
H 2.479 -1.707 1.918
H -1.104 0.172 -2.679
H -1.461 -1.114 -1.485
H -2.441 0.334 -1.511

=====

Record 4
21
Properties=species:S:1:pos:R:3 method="wB97M-V/def2-TZVPD" de_lowest_kj_mol=696.8 smiles="C[C@H]1CCCCN1N=O" max_force_ev_per_a=11.09 e_homo_ev=-9.11
C -1.817 -0.406 0.743
C -0.720 -0.480 -0.316
C -0.929 0.623 -1.392
C -0.386 2.033 -0.880
C 1.084 1.753 -0.397
C 0.879 0.847 1.001
N 0.572 -0.446 0.226
N 1.139 -1.548 0.785
O 0.825 -2.700 0.316
H -1.894 -1.219 1.590
H -1.733 0.507 1.428
H -2.609 -0.418 0.291
H -1.035 -1.340 -1.014
H -0.587 0.146 -2.394
H -2.137 0.707 -1.646
H -0.375 2.526 -1.948
H -1.063 2.652 -0.294
H 1.292 2.827 -0.382
H 1.514 1.056 -1.194
H 1.646 0.740 2.024
H -0.265 1.146 1.390

=====

Record 5
21
Properties=species:S:1:pos:R:3 method="wB97M-V/def2-TZVPD" de_lowest_kj_mol=587.6 max_force_ev_per_a=3.97 e_homo_ev="-6.10 / -6.10"
C -1.156 -0.715 0.138
C -1.021 -1.225 -1.266
C 2.266 -0.484 -0.120
C 0.310 0.678 1.465
C -0.029 0.829 0.104
N -0.838 1.944 -0.312
C 1.422 0.741 -0.139
O -2.353 -0.127 0.493
N 0.439 0.318 2.632
H -2.768 0.269 -0.302
H -0.881 -1.445 0.899
H -1.449 2.361 0.385
H -0.488 2.339 -1.179
H 0.083 -0.602 2.910
H 1.912 1.657 -0.453
H -0.014 -1.599 -1.446
H -1.210 -0.436 -1.998
H -1.765 -2.009 -1.451
H 1.810 -1.316 -0.667
H 3.240 -0.307 -0.581
H 2.490 -0.871 0.886

=====

Record 6
21
Properties=species:S:1:pos:R:3 method="wB97M-V/def2-TZVPD" de_lowest_kj_mol=172.8 smiles=CC(C)[C@@]1(C#N)CN1.O max_force_ev_per_a=2.55 e_homo_ev=-10.36
C -0.961 -1.534 1.146
C -0.750 -0.590 -0.040
C -2.079 0.004 -0.509
C 0.309 0.465 0.313
C 1.670 -0.079 0.394
N 2.721 -0.461 0.732
C 0.187 1.905 -0.063
N 0.043 1.490 1.322
H -1.627 -2.359 0.858
H -0.015 -1.969 1.498
H -1.428 -1.001 1.988
H -0.335 -1.170 -0.879
H -2.524 0.675 0.243
H -1.976 0.552 -1.453
H -2.796 -0.811 -0.675
H 1.086 2.478 -0.294
H -0.707 2.200 -0.614
H -0.935 1.460 1.604
O 3.370 -0.704 -2.121
H 3.749 -0.720 -1.173
H 2.999 0.168 -2.280

=====

Record 7
21
Properties=species:S:1:pos:R:3 method="wB97M-V/def2-TZVPD" de_lowest_kj_mol=343.9 max_force_ev_per_a=3.09 e_homo_ev=-7.59
C -0.474 -0.152 0.395
C -0.310 0.091 1.878
C -1.805 0.302 -0.167
C -0.178 -1.593 0.038
C 0.506 1.579 -0.288
C 1.274 0.491 -0.848
N 0.953 0.130 -2.165
N 2.430 0.171 -0.328
O 0.319 2.537 0.352
H 1.680 -0.473 -2.528
H 0.776 0.913 -2.779
H 2.473 0.275 0.682
H -1.049 -0.490 2.438
H -0.469 1.136 2.148
H 0.682 -0.218 2.215
H -2.605 -0.364 0.170
H -2.071 1.307 0.164
H -1.779 0.270 -1.259
H 0.834 -1.878 0.327
H -0.866 -2.250 0.581
H -0.321 -1.781 -1.025

=====

Record 8
21
Properties=species:S:1:pos:R:3 method="wB97M-V/def2-TZVPD" de_lowest_kj_mol=327.6 smiles="[H]/N=C(/C)NC(=C)OCC" max_force_ev_per_a=5.21 e_homo_ev=-8.66
H -2.891 -2.124 0.203
N -3.123 -1.050 0.278
C -2.195 -0.191 0.093
C -2.399 1.259 0.564
N -0.985 -0.482 -0.471
C 0.270 0.111 -0.474
C 0.461 1.353 -0.812
O 1.237 -0.855 -0.077
C 2.648 -0.613 -0.187
C 3.288 0.268 0.853
H -1.510 1.533 1.027
H -3.071 0.940 1.615
H -2.798 1.922 -0.297
H -0.884 -1.488 -0.975
H -0.295 2.086 -1.298
H 1.478 1.746 -0.944
H 2.931 -0.119 -1.129
H 3.119 -1.552 -0.073
H 3.040 -0.067 1.940
H 4.403 0.230 0.840
H 2.893 1.335 0.839